1.
C6H18NO as an isolated structure in a non-equilibrium geometry, computed with wB97M-V/def2-TZVPD.

```
26
Properties=species:S:1:pos:R:3:forces:R:3:nbo_charge:R:1
C 1.780 -1.513 0.975 -0.60 -0.86 -1.22 -0.62
C 0.747 -0.465 1.384 -0.51 -0.63 0.91 -0.03
C 0.853 0.911 0.356 1.22 2.30 -2.08 0.00
C 0.186 2.161 0.818 -0.87 -1.10 0.53 -0.67
C 0.366 0.399 -1.057 -2.03 -2.01 -0.68 -0.38
C 0.277 1.510 -2.074 1.21 1.64 -0.20 -0.60
N -0.555 -0.966 1.389 2.01 -0.26 0.54 -0.19
H 2.803 -1.192 1.040 0.30 0.58 0.21 0.30
H 1.634 -2.407 1.582 0.03 0.08 0.36 0.29
H 1.569 -1.855 -0.040 0.22 0.01 -0.03 0.26
H 1.056 -0.009 2.358 -0.48 0.16 -0.45 0.32
H 1.939 1.065 0.275 -0.05 -0.26 0.62 0.26
H -0.899 2.022 0.828 0.05 0.17 0.11 0.24
H 0.531 2.426 1.827 0.07 0.32 -0.22 0.29
H 0.391 2.986 0.122 0.38 -0.05 0.30 0.32
H 0.966 -0.436 -1.423 0.53 0.22 0.37 0.25
H -0.643 -0.029 -0.996 0.07 0.17 0.23 0.23
H 0.277 1.125 -3.120 -0.10 -0.67 0.55 0.33
H -0.570 2.192 -1.999 -0.01 -0.22 0.31 0.26
H 1.204 2.100 -2.074 -0.18 0.14 -0.03 0.25
H -1.320 -3.265 -0.185 -0.21 -0.67 -0.41 0.51
H -4.764 -0.701 -1.247 1.89 -0.21 -1.04 -0.03
H -0.834 -1.181 2.372 -0.75 0.14 -0.59 0.45
H -5.368 -0.635 -0.916 -1.87 0.21 1.05 0.03
H -0.662 -1.816 0.329 0.08 0.88 0.41 0.40
O -0.962 -2.428 -0.524 -0.37 -0.08 0.48 -0.48
```
Forces are in eV/Å.

As for the energy relative to the best compared isomer or geometry (same formula, charge and spin): 6.9980 eV. For the calculated total energy, the calculation gives -10023.8899 eV. As for the expectation value of S²: 1.376. The calculation puts the largest force on an atom at 3.33 eV/Å. The orbital gap (alpha / beta) is 6.5415 / 5.3974 eV. Its net charge is +2. Its spin multiplicity is 2.

2.
A 3-piece molecular cluster, C6H18NO3 overall in a non-equilibrium geometry, computed with wB97M-V/def2-TZVPD.

```
28
Properties=species:S:1:pos:R:3:forces:R:3:nbo_charge:R:1
C -1.011 1.058 -1.651 -0.34 -0.53 1.61 -0.63
C -0.238 -0.222 -1.949 -0.81 0.72 -0.61 -0.20
N 0.639 -0.605 -0.868 0.87 -0.87 -1.71 -0.46
C 1.631 -1.627 -1.398 -0.08 1.27 1.22 -0.22
C 3.054 -1.141 -1.019 -0.83 0.65 0.49 -0.64
C -0.038 -1.078 0.349 0.49 0.59 0.64 -0.28
C 0.286 -0.225 1.634 -1.00 0.05 0.14 -0.03
O -0.758 0.547 2.117 0.01 -0.43 -0.51 -0.95
H -1.542 1.011 -0.691 -0.15 -0.44 -0.22 0.23
H -0.306 1.856 -1.404 -0.01 0.21 -0.90 0.20
H -1.761 1.251 -2.415 0.23 0.45 -0.21 0.20
H 0.280 0.060 -2.876 0.75 -0.41 0.34 0.17
H -0.887 -1.052 -2.292 -0.29 0.11 0.36 0.15
H 1.304 -2.542 -0.917 0.63 -0.55 -0.11 0.18
H 1.597 -1.768 -2.478 -0.43 0.17 -0.01 0.18
H 3.452 -0.514 -1.823 0.43 -0.67 -0.21 0.20
H 3.715 -1.897 -0.597 0.22 -0.04 -0.54 0.20
H 2.917 -0.373 -0.253 -0.06 -0.34 0.32 0.23
H 0.344 -2.070 0.606 -0.23 -0.23 -0.30 0.16
H -1.119 -1.114 0.212 -0.03 -0.11 -0.04 0.22
H 0.545 -0.967 2.416 0.43 0.04 -0.06 0.11
H 1.176 0.371 1.364 0.11 -0.05 0.20 0.13
H 0.147 2.553 0.557 0.04 -0.01 0.04 0.44
H -0.563 2.138 1.840 0.48 -0.25 -0.31 0.51
O -0.160 2.943 1.380 -0.23 0.37 0.12 -1.02
H -3.111 0.815 0.712 -0.25 0.10 -0.04 0.45
H -2.169 0.005 1.557 -0.41 0.33 0.28 0.51
O -3.118 -0.031 1.168 0.46 -0.16 0.02 -1.03
```
Forces are in eV/Å.

As for the energy relative to the best compared isomer or geometry (same formula, charge and spin): 1.0026 eV. For the calculated total energy, the calculation gives -14146.3730 eV. The calculation puts the largest force on an atom at 2.11 eV/Å. The orbital gap is 7.4204 eV. Its net charge is -1.

3.
A 4-piece molecular cluster, C6H18NO4 overall in a non-equilibrium geometry, computed with wB97M-V/def2-TZVPD.

```
29
Properties=species:S:1:pos:R:3:forces:R:3:nbo_charge:R:1
C -2.711 -1.019 1.111 1.00 -0.55 1.99 -0.06
O -3.828 -0.186 1.471 0.27 2.68 -3.91 -0.74
C -1.729 -0.355 0.120 1.10 -2.81 0.84 -0.48
C -0.297 -0.101 0.746 0.38 1.03 -2.67 -0.41
C 0.278 1.122 -0.178 -0.37 -0.99 3.25 -0.54
N -0.591 0.556 -3.773 -2.54 -3.17 0.34 -0.86
C -0.319 0.438 -2.358 1.02 -1.11 1.46 -0.27
C 0.071 1.481 -1.502 -1.04 -1.14 -1.85 -0.28
H -3.059 -2.085 0.876 0.42 1.46 -0.03 0.15
H -2.157 -1.050 2.112 -0.45 -0.63 -1.21 0.14
H -1.660 -0.879 -0.875 -0.22 0.40 1.47 0.23
H -1.918 0.646 -0.115 -1.43 1.63 -0.35 0.23
H -0.327 0.107 1.864 -0.16 0.29 -1.42 0.18
H 0.401 -0.941 0.621 -0.49 -0.32 0.03 0.17
H 0.761 1.770 0.470 0.29 1.56 0.43 0.08
H -3.735 0.543 0.687 -0.84 -2.34 3.02 0.47
H -0.392 -0.292 -4.344 -0.13 0.81 1.09 0.34
H 0.003 1.215 -4.079 2.52 3.00 -1.78 0.33
H -0.218 -0.655 -1.892 -0.05 2.53 -1.59 0.15
H 0.121 2.618 -1.823 0.13 -2.38 0.44 0.18
H 0.653 -2.860 2.331 -0.06 -0.46 -0.32 0.46
H 1.709 -2.387 1.460 1.32 1.46 -0.84 0.48
O 1.226 -3.170 1.610 -1.16 -1.10 1.12 -0.93
H 4.269 -0.348 -0.585 -2.30 -1.00 2.52 0.46
H 3.010 0.114 0.234 -0.39 0.33 0.02 0.50
O 3.601 -0.646 0.172 2.48 0.71 -2.45 -0.97
H 2.575 2.005 2.637 -0.05 0.23 -1.38 0.46
H 1.649 2.174 1.340 2.19 -0.07 0.77 0.49
O 2.616 2.184 1.663 -1.42 -0.04 1.05 -0.97
```
Forces are in eV/Å.

As for the energy relative to the best compared isomer or geometry (same formula, charge and spin): 5.8904 eV. For the calculated total energy, the calculation gives -16189.5029 eV. The calculation puts the largest force on an atom at 4.74 eV/Å. The orbital gap is 4.2917 eV. Its net charge is -1.

4.
A 2-piece molecular cluster, C6H18NO5P overall in a non-equilibrium geometry, computed with wB97M-V/def2-TZVPD.

```
31
Properties=species:S:1:pos:R:3:forces:R:3:nbo_charge:R:1
C -0.021 3.060 -1.596 0.40 -0.91 0.01 -0.65
C 0.025 2.044 -0.280 -0.51 -0.73 -1.18 -0.08
O -1.284 2.029 0.454 1.84 -0.12 1.46 -0.58
C -1.103 1.529 1.826 1.48 -0.89 0.71 -0.09
C -0.565 -0.055 1.818 -0.26 1.46 0.29 -0.12
O -1.300 -0.718 0.729 1.70 -0.96 1.59 -0.56
C -0.868 -2.110 0.526 -2.12 -0.76 -0.60 -0.40
P 0.959 -2.322 0.001 -0.52 0.12 0.77 0.75
C 2.766 -2.657 -0.543 0.82 -1.35 0.12 -0.44
O 3.034 -1.753 -1.704 0.92 -0.17 2.21 -0.42
N 2.288 -2.143 -2.769 2.16 -2.99 -3.24 0.36
O 2.963 -2.877 -3.495 -2.52 2.43 2.07 -0.26
H -0.393 2.421 -2.532 0.61 1.60 2.14 0.22
H 1.098 3.365 -1.839 -2.39 -0.49 0.58 0.22
H -0.695 4.004 -1.436 1.37 -1.92 -0.22 0.24
H 0.116 0.946 -0.739 0.20 2.35 1.20 0.19
H 0.909 2.278 0.456 -1.74 -0.33 -1.39 0.18
H -0.235 2.131 2.379 -1.80 -1.05 -1.15 0.17
H -2.048 1.616 2.512 1.44 -0.02 -1.91 0.20
H -0.758 -0.530 2.891 0.30 0.77 -2.26 0.19
H 0.598 0.022 1.652 -2.21 -0.50 0.10 0.17
H -1.522 -2.532 -0.379 1.20 1.11 1.84 0.20
H -1.135 -2.828 1.442 0.60 1.58 -1.54 0.18
H 1.016 -1.051 -0.676 -0.19 -0.37 0.29 -0.01
H 0.557 -3.473 -0.765 -0.02 0.10 0.29 -0.04
H 1.301 -2.332 1.421 0.32 -0.24 -0.68 -0.05
H 3.540 -2.524 0.327 -1.16 0.23 -2.06 0.22
H 2.841 -3.765 -0.929 0.09 1.99 0.71 0.20
O -4.162 2.695 0.044 -0.12 0.14 0.56 -0.94
H -3.402 2.266 0.464 0.05 0.12 -0.39 0.48
H -4.523 3.265 0.739 0.08 -0.19 -0.32 0.46
```
Forces are in eV/Å.

Its SMILES is CCOCCOC[PH3]CON=O.O. For the calculated total energy, the calculation gives -27520.2860 eV. The calculation puts the largest force on an atom at 4.91 eV/Å. The orbital gap is 8.0157 eV.